ORCA calculation (ωB97M-V/def2-TZVPD) on an isolated molecule of C14H16N4O3S at a distorted geometry.

Structure (XYZ):
```
38
Properties=species:S:1:pos:R:3
S 5.7209 -0.9796 -0.0986
O -1.4020 3.8393 -0.6783
O -4.3012 0.6277 0.5715
O 0.1075 -0.2662 1.0760
N -2.8101 2.2024 -0.0339
N -2.0866 0.1172 0.7246
N 4.3189 1.2210 0.2762
N 3.2205 -0.6086 -0.7407
C 0.7987 2.1649 -0.3256
C 2.0051 1.3862 -0.2783
C -3.1469 0.9459 0.4272
C 2.1098 0.0785 -0.7898
C -2.7996 -2.1836 -1.0857
C -2.0544 -2.3112 0.2432
C 6.8458 0.2117 0.6860
C 4.2810 -0.0255 -0.1860
C -4.3077 -2.3586 -0.9468
C -0.7486 0.4641 0.6246
C -1.5527 2.7105 -0.2711
C 3.2011 1.9105 0.2280
C -0.4577 1.7590 -0.0157
C -2.3880 -1.2116 1.2520
H -0.9783 -2.2979 0.0593
H -3.4464 -1.2222 1.5089
H -2.3013 -3.2681 0.7062
H 3.2472 2.9113 0.6380
H 1.2781 -0.3949 -1.2924
H 6.9753 1.0661 0.0305
H -4.7457 -1.5404 -0.3820
H 6.4231 0.5260 1.6341
H -4.5365 -3.2949 -0.4427
H -2.5875 -1.2100 -1.5359
H 0.8960 3.1944 -0.6581
H -4.7737 -2.3762 -1.9293
H -1.7865 -1.3550 2.1530
H -2.4113 -2.9465 -1.7646
H 7.7878 -0.3047 0.8351
H -3.5941 2.8192 -0.2190
```

Computed properties:
F_max	1.1	eV Å⁻¹
HOMO	-8.723	eV
E_tot	-37717.32502	eV
HOMO-LUMO gap	7.6	eV
structure (SMILES)	CCCCN1C(=O)NC(=O)/C(=C/c2cnc(SC)nc2)C1=O
energy relative to the best compared isomer or geometry (same formula, charge and spin)	48.8	kJ/mol

ORCA calculation (ωB97M-V/def2-TZVPD) on C14H16N4O4S2 as an isolated structure at a distorted geometry.

Structure (XYZ):
```
40
Properties=species:S:1:pos:R:3
S -1.3111 -1.1441 -1.4322
S 3.5295 2.1178 -1.2374
O 4.6008 -2.6016 -0.2296
O -2.0293 -2.2737 -2.1156
O -3.7178 1.6190 1.1979
O -0.6330 -0.2030 -2.3284
N 1.7565 1.9322 0.5814
N -2.0567 -0.2523 -0.4333
N 2.2809 0.6412 0.6026
N 3.9760 -0.5615 -0.3223
C 1.6131 4.0717 -0.3128
C -0.4905 -2.6252 0.3986
C 3.2550 0.4354 -0.3276
C 1.3505 -1.5033 -0.7194
C 1.9586 -3.0187 1.1099
C 2.2466 -2.0885 -0.0011
C 0.0268 -2.0694 -0.6429
C -2.3297 1.4499 1.1534
C 3.6483 -1.9294 0.0528
C -4.4000 0.5371 0.6128
C 2.2456 2.7003 -0.1948
C 0.5237 -3.0787 1.3381
C -3.5495 -0.0012 -0.6572
C -1.4929 0.6151 0.1972
H 0.2760 -4.0711 2.0978
H 0.7527 4.2688 0.5728
H -4.0055 -0.9630 -1.2730
H -1.4049 -2.8835 0.6592
H 5.0253 -0.0957 -0.6347
H -1.8275 2.2249 1.7905
H -3.5578 0.7101 -1.6725
H 2.2307 4.9412 -0.1574
H -1.5019 1.5656 -0.4362
H -2.2834 0.4603 2.2422
H 1.5650 -0.9755 -1.7239
H -4.3220 -0.2587 1.1480
H 1.1649 4.2174 -1.3974
H -5.2964 0.8711 0.2429
H -0.4650 0.6757 0.4884
H 2.6486 -3.4568 1.7632
```

Computed properties:
F_max	16.8	eV Å⁻¹
HOMO	-8.413	eV
E_tot	-50583.82434	eV
HOMO-LUMO gap	7.9	eV
energy relative to the best compared isomer or geometry (same formula, charge and spin)	1563.7	kJ/mol